Record 1
2 unconnected molecules or ions with the total composition C4H10N2 at a distorted geometry. Source: the Open Molecules 2025 dataset; level of theory: ωB97M-V/def2-TZVPD.

Values from the calculation:
HOMO in Eh: -0.3358
Gap between HOMO and LUMO in hartree: 0.373
E_LUMO in Eh: 0.037
Total charge: 0
SMILES: [H]/N=C/N.C=CC

Cartesian coordinates (Å):
H 1.6213 1.8056 -0.0494
N 0.7183 2.2708 -0.0085
C 0.0562 1.8656 0.9964
N -1.1151 2.4913 1.3473
H 0.3396 1.0305 1.6352
H -1.6597 2.9277 0.6199
H -1.6767 1.9913 2.0203
C -0.6140 -1.4656 0.4027
C -0.1183 -1.1042 -0.7830
C 0.9713 -1.8700 -1.4899
H -1.6689 -1.3871 0.6473
H -0.0143 -2.0589 1.0898
H -0.6648 -0.3667 -1.3651
H 0.8565 -2.9486 -1.5037
H 1.9407 -1.6396 -1.0320
H 1.0279 -1.5420 -2.5271

---

Record 2
A single C2H6N2OS molecule at a distorted geometry. Source: the Open Molecules 2025 dataset; level of theory: ωB97M-V/def2-TZVPD.

Values from the calculation:
HOMO in Eh: -0.3435
Gap between HOMO and LUMO in hartree: 0.370
E_LUMO in Eh: 0.026
Total charge: 0
SMILES: [H]/N=C(\CO)NS

Cartesian coordinates (Å):
H 1.1063 -1.8189 1.8925
N 0.7234 -0.8976 1.9476
C 0.3586 -0.5181 0.8034
C 0.3995 -1.3256 -0.4757
O 1.0548 -0.6730 -1.5318
N -0.0868 0.7938 0.6478
S -1.2722 1.2669 -0.4715
H -0.5916 -1.5777 -0.8328
H 0.9307 -2.2959 -0.2204
H 2.0035 -0.4656 -1.2696
H -0.0864 1.3259 1.5290
H -0.4505 1.7349 -1.4345

---

Record 3
A molecular structure, C34H29N11O8ReS2. Source: the Open Molecules 2025 dataset; level of theory: ωB97M-V/def2-TZVPD.

Values from the calculation:
HOMO (alpha / beta) in Eh: -0.4833 / -0.5077
Gap between HOMO and LUMO (alpha / beta) in hartree: 0.273 / 0.266
Multiplicity: 4
E_LUMO (alpha / beta) in Eh: -0.210 / -0.242
Total charge: +2

Cartesian coordinates (Å):
Re -0.1782 -0.7539 0.4051
C 0.7450 -1.7982 3.2010
N -0.2728 -0.8388 2.7285
C -1.6301 -1.2086 3.2004
C -2.5846 -1.0667 2.0678
N -2.1491 -1.0934 0.8178
C -3.2749 -0.8983 -0.0043
C -3.4037 -0.7897 -1.3850
C -4.6772 -0.5863 -1.8762
C -5.7933 -0.4917 -1.0308
C -5.6725 -0.5927 0.3393
C -4.3876 -0.7930 0.8260
N -3.9046 -0.9058 2.1294
C 0.7889 -2.9200 2.2130
N 0.4845 -2.7131 0.9413
C 0.6676 -3.9374 0.2836
C 0.4971 -4.3028 -1.0497
C 0.7822 -5.6116 -1.3786
C 1.2217 -6.5409 -0.4219
C 1.3901 -6.1896 0.9012
C 1.1026 -4.8695 1.2240
N 1.1590 -4.1852 2.4382
H 0.5495 -2.1527 4.2158
H 1.7035 -1.2821 3.2096
H -0.0097 0.1009 3.0291
H -1.9336 -0.6075 4.0588
H -1.6217 -2.2535 3.5199
H -2.5417 -0.8578 -2.0302
H -4.8239 -0.4937 -2.9435
H -6.7700 -0.3304 -1.4647
H -6.5296 -0.5119 0.9928
H -4.4504 -0.8402 2.9747
H 0.1496 -3.5931 -1.7847
H 0.6631 -5.9368 -2.4029
H 1.4303 -7.5555 -0.7303
H 1.7256 -6.9029 1.6408
H 1.4479 -4.5653 3.3259
S 3.2908 -0.3980 1.3569
C 2.9549 1.0038 2.3724
N 1.7288 1.3632 2.6248
C 1.7163 2.5807 3.2714
C 0.5588 3.2779 3.6462
C 0.7094 4.4762 4.2985
C 1.9881 4.9926 4.5860
C 3.1344 4.3287 4.2168
C 2.9872 3.1130 3.5424
S 4.1998 2.0599 2.9119
H -0.4197 2.8876 3.3919
H -0.1639 5.0423 4.5921
H 2.0692 5.9391 5.1024
H 4.1110 4.7401 4.4292
N -0.1902 -1.1662 -1.4289
C 0.6813 -0.7815 -2.2937
N 0.7204 -1.0729 -3.5867
C -0.4196 -1.7227 -4.2384
C -1.0555 -0.7297 -5.2005
O -0.1072 -0.2557 -6.1291
C 0.9682 0.4071 -5.4977
C 1.6951 -0.5269 -4.5415
H -1.1215 -2.0604 -3.4786
H -0.0446 -2.5875 -4.7892
H -1.4861 0.1115 -4.6370
H -1.8488 -1.2095 -5.7714
H 0.6014 1.2899 -4.9554
H 1.6418 0.7381 -6.2859
H 2.4970 -0.0170 -4.0167
H 2.1177 -1.3708 -5.0900
O 2.1911 6.2427 -1.5492
N 2.5413 5.0946 -1.6828
O 3.5383 4.7091 -2.2537
C 1.6730 4.0572 -1.0949
C 2.1130 2.7488 -1.1029
C 1.2815 1.8033 -0.5431
C 0.0306 2.1064 0.0019
O -0.7141 1.1357 0.4790
C -0.3496 3.4561 0.0011
C 0.4519 4.4285 -0.5592
N -1.6232 3.8729 0.6064
O -2.0389 3.2025 1.5334
O -2.1120 4.8997 0.2048
N 1.6358 0.3795 -0.5197
O 1.7558 -0.0100 -1.8929
O 3.0028 0.3291 -0.1138
H 3.0740 2.4980 -1.5296
H 0.1351 5.4622 -0.5681

---

Record 4
A molecular structure, C45H44N6O3S3W at a distorted geometry. Source: the Open Molecules 2025 dataset; level of theory: ωB97M-V/def2-TZVPD.

Values from the calculation:
HOMO (alpha / beta) in Eh: -0.4412 / -0.5037
Gap between HOMO and LUMO (alpha / beta) in hartree: 0.265 / 0.242
Multiplicity: 3
E_LUMO (alpha / beta) in Eh: -0.177 / -0.262
Total charge: +2

Cartesian coordinates (Å):
W -0.7385 0.1520 -0.9082
N -0.6007 1.7732 0.2947
S 0.1478 2.6731 1.3162
N 1.1597 -0.0689 -0.1964
S 1.5727 -1.1433 0.7973
N 0.8243 -2.5351 0.7022
S 0.2378 -2.8569 -0.7759
N -0.6311 -1.8061 -1.3964
C 1.7090 -3.1707 -1.7478
C 2.0600 -2.2018 -2.6751
C 3.2839 -2.3081 -3.3156
C 4.1322 -3.3658 -3.0157
C 3.7629 -4.3307 -2.0867
C 2.5397 -4.2386 -1.4436
C -0.5778 -4.4034 -0.5124
C -1.1152 -4.6704 0.7377
C -1.7951 -5.8626 0.9200
C -1.9300 -6.7553 -0.1363
C -1.3882 -6.4648 -1.3816
C -0.7036 -5.2777 -1.5811
C 1.3907 -0.6542 2.4927
C 0.5355 -1.3382 3.3422
C 0.4114 -0.9054 4.6531
C 1.1351 0.1930 5.0965
C 2.0052 0.8550 4.2383
C 2.1422 0.4309 2.9268
C 3.3208 -1.4264 0.6494
C 3.8818 -2.4979 1.3304
C 5.2526 -2.6781 1.2642
C 6.0336 -1.7900 0.5340
C 5.4540 -0.7319 -0.1535
C 4.0821 -0.5417 -0.0978
C -0.9948 2.9729 2.6842
C -0.9941 4.1844 3.3570
C -1.8429 4.3359 4.4440
C -2.6578 3.2864 4.8454
C -2.6154 2.0691 4.1780
C -1.7689 1.9008 3.0932
C 0.2788 4.2608 0.4843
C 1.5374 4.6138 0.0208
C 1.6643 5.7507 -0.7627
C 0.5403 6.5059 -1.0695
C -0.7107 6.1423 -0.5857
C -0.8545 5.0057 0.1933
H 1.3748 -1.3899 -2.8716
H 3.5785 -1.5675 -4.0472
H 5.0868 -3.4464 -3.5190
H 4.4269 -5.1548 -1.8639
H 2.2284 -4.9782 -0.7150
H -0.9965 -3.9478 1.5335
H -2.2139 -6.1026 1.8877
H -2.4626 -7.6853 0.0095
H -1.4940 -7.1634 -2.2001
H -0.2783 -5.0312 -2.5467
H -0.0058 -2.1953 2.9667
H -0.2372 -1.4382 5.3357
H 1.0315 0.5289 6.1198
H 2.5910 1.6908 4.5983
H 2.8470 0.9063 2.2548
H 3.2441 -3.1668 1.8961
H 5.7143 -3.5005 1.7933
H 7.1078 -1.9181 0.5100
H 6.0715 -0.0506 -0.7230
H 3.5881 0.2682 -0.6193
H -0.3621 5.0034 3.0379
H -1.8615 5.2752 4.9798
H -3.3244 3.4186 5.6872
H -3.2346 1.2465 4.5111
H -1.7087 0.9560 2.5684
H 2.3986 4.0064 0.2720
H 2.6382 6.0435 -1.1305
H 0.6405 7.3873 -1.6886
H -1.5805 6.7414 -0.8190
H -1.8241 4.7025 0.5676
C -6.2895 1.1637 -0.9666
N -5.0757 0.5474 -0.4291
C -5.1194 -0.2136 0.6926
C -3.9954 -0.7279 1.2619
C -2.7864 -0.5058 0.5919
O -1.5968 -0.8061 0.9549
N -2.7649 0.1537 -0.6087
C -3.8874 0.7998 -1.0885
O -3.8201 1.5546 -2.0399
H -7.0496 1.2038 -0.1921
H -6.6630 0.5983 -1.8193
H -6.0564 2.1687 -1.3060
H -6.0995 -0.3601 1.1232
H -4.0382 -1.2882 2.1824
C -0.9225 2.9445 -3.4917
C -0.4622 1.5135 -3.7569
C 0.9037 1.4596 -4.4226
C -1.4911 0.7008 -4.5458
O -0.3351 0.8818 -2.4504
H -1.1151 3.4635 -4.4291
H -0.1582 3.4872 -2.9309
H -1.8436 2.9115 -2.9091
H 0.8608 1.9558 -5.3897
H 1.2073 0.4225 -4.5760
H 1.6493 1.9611 -3.8029
H -1.4743 0.9661 -5.6016
H -2.4843 0.8831 -4.1470
H -1.2529 -0.3600 -4.4425

---

Record 5
A molecular structure, C24H20BF4MnN4O8 at a distorted geometry. Source: the Open Molecules 2025 dataset; level of theory: ωB97M-V/def2-TZVPD.

Values from the calculation:
HOMO (alpha / beta) in Eh: -0.4392 / -0.4392
Gap between HOMO and LUMO (alpha / beta) in hartree: 0.239 / 0.237
Multiplicity: 6
E_LUMO (alpha / beta) in Eh: -0.200 / -0.202
Total charge: +1

Cartesian coordinates (Å):
Mn 10.8837 -8.2620 10.3750
B 10.0980 -6.9750 8.3543
F 9.2976 -7.0943 9.5092
F 9.3770 -6.6928 7.2326
F 11.0971 -6.0219 8.5933
F 10.7282 -8.2447 8.2647
C 11.5545 -2.2296 7.4013
C 10.2767 -2.7697 7.4599
C 9.2185 -1.8920 7.4452
C 9.4602 -0.5178 7.2968
C 10.7348 0.0224 7.1743
C 11.7980 -0.8934 7.1465
N 8.3346 0.3940 7.1818
O 8.5455 1.5849 7.1911
O 7.2214 -0.0752 7.0275
H 12.4421 -2.8504 7.4639
H 10.2154 -3.8490 7.4989
H 8.1796 -2.1936 7.4507
H 10.8496 1.0893 7.0676
H 12.7829 -0.4621 7.2779
C 13.4890 -4.9698 4.4295
C 12.3887 -5.4546 5.1359
C 12.4369 -6.7561 5.5783
C 13.5287 -7.5647 5.2528
C 14.5621 -7.0780 4.4705
C 14.5264 -5.7804 4.0030
N 13.4552 -8.9774 5.6285
O 13.9652 -9.7963 4.8917
O 12.8110 -9.2617 6.6313
H 13.4713 -3.9095 4.1972
H 11.6232 -4.7086 5.2965
H 11.6197 -7.2306 6.1038
H 15.4023 -7.6810 4.1452
H 15.3216 -5.3107 3.4422
C 16.2662 -4.7055 7.5126
C 14.9013 -4.7466 7.4947
C 14.2225 -5.7583 8.1471
C 14.9374 -6.7053 8.8443
C 16.3462 -6.6511 8.9404
C 16.9975 -5.6472 8.2520
N 14.2039 -7.7666 9.5141
O 14.8187 -8.7835 9.7416
O 12.9917 -7.6439 9.7188
H 16.8190 -3.8829 7.0771
H 14.4150 -3.9531 6.9409
H 13.1400 -5.7873 8.1156
H 16.8057 -7.3117 9.6606
H 18.0621 -5.5498 8.4127
C 5.8754 -5.6274 14.0253
C 6.1493 -6.2246 12.7869
C 7.4579 -6.3711 12.3891
C 8.4730 -5.8345 13.1803
C 8.1646 -5.0654 14.3027
C 6.8593 -4.9845 14.7739
N 9.8546 -6.0344 12.8390
O 10.6987 -5.7641 13.6484
O 10.1422 -6.5347 11.7393
H 4.8519 -5.7030 14.3713
H 5.3938 -6.7891 12.2593
H 7.6236 -6.7692 11.3948
H 8.9716 -4.6542 14.8954
H 6.4876 -4.4245 15.6182

---

Record 6
A single C4H3I molecule at a distorted geometry. Source: the Open Molecules 2025 dataset; level of theory: ωB97M-V/def2-TZVPD.

Values from the calculation:
HOMO (alpha / beta) in Eh: -0.3205 / -0.3208
Gap between HOMO and LUMO (alpha / beta) in hartree: 0.278 / 0.278
E_LUMO (alpha / beta) in Eh: -0.043 / -0.043
Total charge: 0

Cartesian coordinates (Å):
C 1.6019 0.2013 -0.0468
C -0.2675 1.2637 -0.0366
C 0.4467 -0.2268 -0.5059
C -0.7240 0.0859 0.5591
I -2.9080 -0.2544 -0.1066
H 2.6919 -0.0126 -0.1501
H -0.1598 -0.8868 -1.3057
H -0.6812 -0.1703 1.5925

---

Record 7
A gas-phase ion, CH3ClO2PS (charge -1) at a distorted geometry. Source: the Open Molecules 2025 dataset; level of theory: ωB97M-V/def2-TZVPD.

Values from the calculation:
HOMO in Eh: -0.1618
Gap between HOMO and LUMO in hartree: 0.286
E_LUMO in Eh: 0.124
Total charge: -1
SMILES: CS[P@@](=O)([O-])Cl

Cartesian coordinates (Å):
C 0.0790 0.3665 -0.0854
S -1.3855 1.4131 0.2164
P -2.8193 0.0750 -0.5269
O -3.8757 0.7513 -1.2973
O -1.6541 -1.5241 -1.3316
Cl -3.6854 -0.7122 1.1292
H 0.7681 0.7618 -0.8061
H -0.6128 -0.4169 -0.6350
H 0.5235 -0.1944 0.8131

---

Record 8
A single C7H11NO molecule at a distorted geometry. Source: the Open Molecules 2025 dataset; level of theory: ωB97M-V/def2-TZVPD.

Values from the calculation:
HOMO in Eh: -0.3224
Gap between HOMO and LUMO in hartree: 0.349
E_LUMO in Eh: 0.027
Total charge: 0
SMILES: C[C@]12C[C@@]1(O)[C@@H]1N[C@@]12C

Cartesian coordinates (Å):
C 0.4991 -1.9223 -0.0920
C 0.2540 -0.4468 -0.2145
C 1.0253 0.3336 -1.4430
C 1.1594 0.7744 -0.0437
O 2.3020 0.8353 0.7324
C -0.0933 1.5838 0.3740
N -0.5650 1.1228 1.6316
C -0.9022 0.3201 0.3168
C -2.3542 0.0203 0.1312
H -0.0003 -2.3187 0.7924
H 0.1122 -2.4499 -0.9651
H 1.5642 -2.1383 -0.0068
H 0.4242 0.9053 -2.1350
H 1.8468 -0.2169 -1.8858
H 3.0331 0.4041 0.2758
H -0.3221 2.5757 0.0095
H 0.1793 0.7859 2.2399
H -2.6679 0.1720 -0.9071
H -2.9463 0.6727 0.7744
H -2.5483 -1.0132 0.4149